1.
{
  "formula": "C29H21F3N2S3SbW",
  "method": "ωB97M-V with the def2-TZVPD basis set",
  "elements": ["W", "S", "C", "C", "C", "C", "C", "C", "S", "H", "H", "H", "H", "C", "C", "C", "C", "N", "C", "S", "N", "H", "H", "H", "H", "H", "F", "C", "C", "C", "C", "C", "C", "Sb", "C", "C", "C", "C", "F", "C", "C", "C", "C", "C", "C", "F", "C", "C", "H", "H", "H", "H", "H", "H", "H", "H", "H", "H", "H", "H"],
  "coordinates": [[0.493, 1.258, 0.316], [0.472, 2.297, 2.363], [-1.148, 2.836, 2.760], [-1.443, 3.438, 3.969], [-2.729, 3.941, 4.161], [-3.686, 3.870, 3.155], [-3.383, 3.287, 1.932], [-2.107, 2.764, 1.751], [-1.657, 1.997, 0.254], [-0.700, 3.515, 4.752], [-2.980, 4.401, 5.107], [-4.671, 4.285, 3.320], [-4.115, 3.249, 1.136], [6.403, 3.196, -0.321], [5.087, 2.652, 0.075], [4.771, 2.289, 1.394], [3.509, 1.826, 1.673], [2.605, 1.699, 0.678], [3.008, 2.055, -0.557], [1.637, 1.776, -1.665], [4.160, 2.509, -0.907], [7.082, 3.295, 0.521], [6.259, 4.165, -0.804], [6.845, 2.545, -1.079], [5.501, 2.387, 2.183], [3.197, 1.556, 2.674], [-6.555, -2.473, -1.052], [-5.310, -2.047, -1.096], [-4.291, -2.939, -0.780], [-2.984, -2.496, -0.837], [-2.723, -1.166, -1.184], [-3.760, -0.284, -1.498], [-5.068, -0.730, -1.457], [-0.754, -0.543, -1.392], [0.190, -1.757, -2.767], [-0.619, -2.676, -3.450], [-0.058, -3.499, -4.406], [1.300, -3.381, -4.668], [1.841, -4.162, -5.575], [2.116, -2.460, -4.016], [1.554, -1.636, -3.066], [0.266, -0.840, 0.708], [1.480, -1.592, 0.587], [1.712, -2.689, 1.373], [0.723, -3.070, 2.287], [0.942, -4.113, 3.034], [-0.492, -2.394, 2.427], [-0.719, -1.296, 1.637], [-4.537, -3.957, -0.511], [-2.182, -3.191, -0.613], [-3.565, 0.740, -1.794], [-5.898, -0.083, -1.707], [-1.680, -2.751, -3.248], [-0.649, -4.220, -4.955], [3.164, -2.400, -4.279], [2.174, -0.895, -2.580], [2.234, -1.300, -0.136], [2.620, -3.272, 1.302], [-1.219, -2.750, 3.145], [-1.660, -0.765, 1.723]],
  "forces_ev_per_a": [[0.0112, -0.0146, -0.1714], [0.0001, 0.0120, 0.0025], [0.0006, 0.0044, -0.0083], [-0.0142, 0.0006, -0.0052], [-0.0036, -0.0007, -0.0101], [0.0101, 0.0016, 0.0124], [0.0111, -0.0007, 0.0128], [0.0155, -0.0084, -0.0193], [-0.0142, -0.0006, 0.0647], [-0.0005, 0.0010, 0.0006], [-0.0002, 0.0002, 0.0001], [-0.0022, -0.0014, -0.0071], [-0.0058, 0.0030, 0.0031], [0.0009, -0.0234, -0.0255], [0.0051, -0.0014, -0.0094], [0.0041, 0.0034, 0.0055], [-0.0132, -0.0056, 0.0060], [0.0077, 0.0053, 0.0664], [0.0369, 0.0207, 0.0068], [-0.0802, -0.0422, 0.0387], [-0.0068, -0.0072, -0.0063], [-0.0011, 0.0087, 0.0052], [0.0006, 0.0092, 0.0143], [0.0025, 0.0012, 0.0081], [0.0010, 0.0032, -0.0004], [-0.0023, -0.0004, -0.0016], [-0.0028, -0.0017, 0.0021], [0.0058, 0.0025, 0.0181], [-0.0049, 0.0053, -0.0054], [0.0091, 0.0114, 0.0039], [-0.0059, -0.0021, -0.0097], [0.0058, 0.0100, -0.0036], [-0.0024, -0.0116, -0.0026], [0.0502, -0.0012, 0.0180], [-0.0183, 0.0144, 0.0118], [-0.0174, -0.0019, -0.0012], [0.0010, 0.0000, 0.0027], [0.0206, 0.0115, 0.0054], [-0.0083, -0.0011, -0.0013], [-0.0109, -0.0067, -0.0132], [0.0191, 0.0081, -0.0037], [-0.0216, 0.0285, -0.0160], [0.0141, -0.0117, -0.0058], [-0.0034, -0.0120, 0.0003], [-0.0009, 0.0179, 0.0182], [-0.0017, -0.0026, -0.0087], [0.0013, -0.0045, -0.0067], [-0.0029, -0.0186, 0.0136], [-0.0012, -0.0001, -0.0010], [-0.0022, -0.0056, -0.0034], [0.0026, -0.0005, -0.0013], [-0.0003, -0.0009, -0.0014], [0.0001, -0.0014, -0.0020], [-0.0015, -0.0003, 0.0019], [0.0013, 0.0007, 0.0017], [0.0097, -0.0048, 0.0147], [0.0011, 0.0003, 0.0022], [0.0036, 0.0066, -0.0090], [-0.0035, 0.0040, -0.0019], [0.0013, 0.0002, 0.0009]],
  "relative_energy_kj_mol": 0.0,
  "homo_lumo_gap_ev": 5.723,
  "total_energy_ev": -82387.972,
  "total_charge": 3
}

---

2.
{
  "formula": "C41H61N5O6RbSe",
  "method": "ωB97M-V with the def2-TZVPD basis set",
  "elements": ["Rb", "C", "C", "C", "C", "C", "C", "C", "Se", "C", "C", "C", "C", "C", "C", "O", "C", "C", "C", "C", "C", "C", "C", "C", "C", "O", "C", "C", "C", "C", "C", "C", "H", "H", "H", "H", "H", "H", "H", "H", "H", "H", "H", "H", "H", "H", "H", "H", "H", "H", "H", "H", "H", "H", "H", "H", "H", "H", "H", "H", "H", "H", "H", "H", "H", "H", "H", "H", "H", "H", "H", "H", "N", "N", "C", "N", "N", "N", "O", "O", "H", "H", "H", "H", "H", "C", "C", "C", "O", "C", "H", "H", "H", "H", "H", "H", "H", "H", "C", "C", "O", "C", "C", "C", "C", "C", "C", "H", "H", "H", "H", "H", "H", "H", "H"],
  "coordinates": [[0.539, -0.321, 1.784], [-6.550, 1.805, -0.345], [-5.487, 0.707, -0.497], [-6.001, -0.579, 0.170], [-5.308, 0.420, -1.990], [-4.178, 1.145, 0.158], [-2.990, 1.260, -0.541], [-1.815, 1.629, 0.097], [-0.205, 1.831, -0.969], [-0.453, 0.383, -2.203], [-1.123, 0.670, -3.389], [-1.385, -0.311, -4.328], [-0.902, -1.591, -4.027], [-0.203, -1.923, -2.882], [0.029, -0.915, -1.869], [0.607, -1.163, -0.757], [0.264, -3.388, -2.758], [-0.963, -4.315, -2.738], [1.136, -3.748, -3.976], [1.103, -3.723, -1.518], [-2.161, -0.066, -5.619], [-3.419, -0.948, -5.645], [-1.286, -0.406, -6.834], [-2.608, 1.391, -5.748], [-1.745, 1.920, 1.490], [-0.641, 2.239, 2.059], [-2.995, 1.809, 2.209], [-4.140, 1.442, 1.529], [-3.011, 2.101, 3.710], [-2.081, 1.119, 4.442], [-2.543, 3.542, 3.970], [-4.407, 1.956, 4.323], [-7.494, 1.496, -0.806], [-6.742, 2.027, 0.706], [-6.214, 2.727, -0.824], [-6.940, -0.902, -0.291], [-5.266, -1.379, 0.062], [-6.177, -0.428, 1.236], [-6.260, 0.098, -2.421], [-4.977, 1.311, -2.529], [-4.572, -0.371, -2.157], [-2.954, 1.050, -1.602], [-1.448, 1.691, -3.545], [-1.089, -2.379, -4.752], [-1.572, -4.201, -3.637], [-0.651, -5.362, -2.667], [-1.593, -4.085, -1.876], [0.602, -3.634, -4.920], [2.016, -3.100, -4.011], [1.475, -4.787, -3.903], [0.559, -3.537, -0.595], [1.383, -4.782, -1.564], [2.015, -3.126, -1.488], [-3.162, -2.007, -5.581], [-4.067, -0.710, -4.799], [-3.983, -0.790, -6.570], [-0.961, -1.449, -6.809], [-1.837, -0.245, -7.767], [-0.392, 0.222, -6.846], [-3.264, 1.678, -4.923], [-1.753, 2.071, -5.758], [-3.160, 1.526, -6.682], [-5.069, 1.365, 2.083], [-1.058, 1.260, 4.098], [-2.114, 1.290, 5.524], [-2.398, 0.090, 4.251], [-1.559, 3.705, 3.535], [-3.248, 4.250, 3.526], [-2.497, 3.734, 5.047], [-4.806, 0.946, 4.197], [-4.349, 2.160, 5.395], [-5.113, 2.664, 3.882], [3.173, 1.151, -0.108], [3.884, 0.057, -0.685], [3.757, -1.183, -0.182], [4.451, -2.144, -0.822], [2.931, -1.325, 0.840], [2.757, -2.535, 1.382], [1.792, -2.616, 2.131], [3.520, -3.494, 1.182], [2.171, 0.925, -0.124], [3.251, 1.894, -0.796], [4.117, 0.123, -1.662], [5.208, -1.870, -1.421], [4.473, -3.047, -0.373], [3.729, 3.426, 2.777], [2.625, 4.484, 2.553], [1.550, 4.112, 3.592], [2.221, 3.301, 4.557], [3.084, 2.479, 3.793], [4.629, 3.881, 3.195], [3.996, 2.906, 1.857], [2.215, 4.445, 1.544], [3.009, 5.492, 2.719], [0.745, 3.544, 3.117], [1.133, 4.972, 4.116], [2.509, 1.715, 3.257], [3.778, 1.975, 4.463], [3.954, -2.895, 4.529], [4.121, -1.560, 3.841], [3.296, -0.686, 3.983], [5.292, -1.353, 2.942], [6.270, -2.328, 2.738], [7.326, -2.094, 1.874], [7.420, -0.883, 1.198], [6.449, 0.090, 1.390], [5.393, -0.143, 2.255], [3.030, -2.878, 5.098], [4.795, -3.099, 5.195], [3.906, -3.690, 3.781], [6.201, -3.280, 3.248], [8.079, -2.857, 1.722], [8.247, -0.701, 0.522], [6.510, 1.034, 0.863], [4.615, 0.599, 2.390]],
  "forces_ev_per_a": [[-0.9217, 0.8888, 0.2894], [0.0143, -0.0081, -0.0007], [-0.0411, -0.0084, -0.0056], [0.0250, 0.0211, -0.0059], [0.0150, 0.0097, -0.0059], [-0.0630, 0.0067, 0.0700], [0.0394, 0.0311, 0.0937], [0.0123, -0.0672, 0.0272], [-0.0222, -0.0499, 0.2323], [-0.0447, 0.3833, -0.1307], [0.0525, -0.0083, 0.0720], [0.0420, -0.1986, -0.0294], [-0.0473, 0.1662, -0.0759], [0.1128, -0.0195, 0.1658], [-0.0853, -0.3032, -0.1230], [0.1031, 0.1790, -0.1065], [-0.0038, -0.0988, -0.0654], [0.0046, 0.0533, 0.0105], [-0.0167, 0.0155, 0.0324], [0.0321, 0.0671, -0.0095], [-0.0332, 0.0157, -0.0448], [0.0113, -0.0036, -0.0020], [-0.0090, -0.0051, 0.0073], [0.0146, -0.0077, 0.0176], [-0.1752, -0.0234, -0.1784], [0.2724, 0.0495, 0.0386], [0.1815, 0.0285, -0.1253], [-0.0874, -0.0832, -0.0870], [-0.0335, 0.0055, 0.0504], [-0.0131, 0.0418, -0.0062], [0.0265, -0.0234, -0.0039], [0.0056, -0.0222, -0.0236], [0.0159, 0.0063, 0.0083], [0.0008, -0.0004, -0.0076], [-0.0067, -0.0080, 0.0024], [0.0079, -0.0071, 0.0149], [-0.0170, 0.0011, 0.0014], [-0.0037, -0.0040, -0.0133], [0.0093, 0.0015, 0.0093], [-0.0034, -0.0203, 0.0026], [-0.0108, 0.0149, -0.0137], [0.0196, -0.0138, -0.0066], [-0.0043, -0.0108, 0.0081], [-0.0003, -0.0014, 0.0107], [0.0018, -0.0031, 0.0089], [0.0016, 0.0076, 0.0001], [0.0024, -0.0080, -0.0084], [-0.0092, 0.0061, 0.0078], [-0.0062, -0.0177, -0.0041], [0.0031, 0.0104, -0.0037], [0.0098, -0.0141, -0.0004], [-0.0133, 0.0029, -0.0158], [-0.0630, -0.0347, 0.0098], [-0.0108, 0.0143, -0.0011], [0.0073, -0.0049, -0.0061], [0.0071, -0.0066, 0.0107], [-0.0015, 0.0148, -0.0018], [0.0087, -0.0041, 0.0146], [-0.0090, -0.0075, -0.0025], [0.0120, 0.0077, -0.0136], [-0.0180, -0.0017, 0.0029], [0.0006, -0.0037, 0.0045], [0.0227, 0.0062, -0.0004], [0.0268, -0.0302, 0.0071], [-0.0009, 0.0127, -0.0317], [0.0167, -0.0042, 0.0041], [-0.0449, -0.0110, 0.0226], [0.0017, 0.0051, -0.0027], [0.0019, 0.0120, -0.0010], [0.0112, 0.0155, 0.0051], [-0.0044, 0.0182, -0.0116], [-0.0106, -0.0246, 0.0094], [-0.1019, -0.2163, -0.2167], [-0.0965, 0.0701, 0.2297], [0.1396, -0.0437, -0.4069], [-0.0288, -0.0206, 0.0607], [0.4153, 0.1759, -0.0879], [-0.1373, -0.3568, -0.0051], [0.5429, -0.8208, 0.0958], [-0.1715, 0.1311, 0.0624], [-0.0390, -0.0881, -0.1515], [0.0802, 0.1475, 0.1710], [-0.0867, -0.0545, -0.0478], [0.0159, 0.0166, -0.0253], [0.0000, 0.0016, 0.0185], [-0.0241, -0.0191, -0.0149], [-0.0070, 0.0269, 0.0308], [0.0233, 0.0096, -0.1141], [0.0404, -0.0572, 0.0834], [-0.0392, 0.1297, -0.1599], [0.0028, 0.0105, 0.0161], [0.0117, 0.0031, 0.0199], [-0.0125, -0.0252, 0.0060], [0.0123, -0.0056, -0.0009], [0.0139, 0.0087, 0.0406], [0.0020, 0.0027, 0.0117], [-0.0471, -0.0417, 0.0644], [0.0055, 0.0308, 0.0266], [0.0760, 0.0063, -0.0490], [-0.2742, -0.2370, 0.1879], [0.0198, 0.0962, 0.0376], [0.4858, 0.1128, -0.2700], [-0.2304, 0.0707, 0.1440], [0.1414, 0.0281, -0.1224], [-0.0515, -0.0863, 0.0801], [0.0486, 0.0895, -0.0195], [-0.0854, 0.0143, 0.1687], [-0.0075, 0.0167, 0.0046], [0.0183, 0.0014, -0.0188], [0.0019, 0.0106, 0.0396], [-0.0062, -0.0147, 0.0029], [-0.0095, -0.0050, 0.0121], [0.0121, -0.0048, 0.0024], [-0.0248, -0.0160, 0.0080], [0.0524, -0.0457, -0.0112]],
  "relative_energy_kj_mol": 58.2,
  "homo_lumo_gap_ev": 5.276,
  "total_energy_ev": -129244.434,
  "total_charge": -1
}

---

3.
{
  "formula": "C16H17I2N3O3Rh",
  "method": "ωB97M-V with the def2-TZVPD basis set",
  "elements": ["Rh", "I", "C", "C", "C", "I", "C", "O", "C", "C", "N", "C", "C", "C", "C", "C", "C", "N", "C", "H", "H", "H", "H", "H", "H", "H", "H", "H", "H", "H", "N", "C", "C", "C", "O", "O", "H", "H", "H", "H", "H", "H"],
  "coordinates": [[0.448, -0.302, -0.393], [-1.925, 6.653, 0.291], [-0.937, 4.889, -0.187], [0.448, 4.833, -0.104], [1.112, 3.656, -0.413], [3.182, 3.561, -0.261], [0.394, 2.535, -0.823], [1.018, 1.394, -1.149], [-1.009, 2.595, -0.900], [-1.780, 1.356, -1.269], [-1.507, 0.277, -0.269], [-2.456, -0.863, -0.294], [-1.772, -2.207, -0.346], [-2.513, -3.377, -0.254], [-1.855, -4.590, -0.235], [-0.468, -4.613, -0.308], [0.200, -3.415, -0.403], [-0.435, -2.234, -0.440], [-1.666, 3.771, -0.573], [1.009, 5.703, 0.207], [-1.497, 0.964, -2.250], [-2.849, 1.577, -1.280], [-1.558, 0.703, 0.657], [-3.145, -0.743, -1.132], [-3.059, -0.839, 0.614], [-3.591, -3.326, -0.180], [-2.414, -5.513, -0.154], [0.085, -5.540, -0.282], [1.280, -3.380, -0.469], [-2.746, 3.817, -0.626], [2.501, -0.699, -0.495], [3.202, -1.056, 0.768], [2.713, -0.158, 1.900], [1.302, -0.530, 2.323], [1.046, -1.162, 3.310], [0.304, -0.086, 1.531], [2.728, -1.388, -1.208], [2.849, 0.199, -0.841], [4.277, -0.970, 0.616], [2.979, -2.101, 0.991], [2.738, 0.882, 1.567], [3.367, -0.272, 2.761]],
  "forces_ev_per_a": [[-0.1422, -0.1090, -1.2098], [-0.0302, 0.0445, 0.0105], [0.0195, -0.0489, -0.0172], [-0.0348, 0.0459, 0.0080], [-0.1572, 0.0500, -0.0743], [0.0133, -0.0523, -0.0129], [-0.2249, -0.2720, -0.1536], [0.3390, 0.1290, 0.5379], [0.0882, 0.0568, 0.1373], [-0.0503, 0.0373, 0.0831], [-0.0807, 0.1653, -0.0561], [-0.0339, -0.0160, 0.0220], [0.0071, 0.0040, -0.0234], [0.0126, 0.0794, -0.0443], [0.0124, -0.0727, 0.0001], [-0.0313, -0.0008, -0.0316], [0.0442, 0.0600, -0.1581], [0.1122, 0.2827, 0.9696], [0.0432, 0.0168, -0.0253], [-0.0058, 0.0007, 0.0084], [0.0164, 0.0339, -0.0104], [0.0023, 0.0052, -0.0162], [0.1303, -0.0432, 0.0202], [0.0728, -0.0912, -0.0682], [-0.0449, 0.0464, -0.0282], [0.0007, 0.0005, -0.0003], [0.0007, 0.0027, 0.0003], [0.0007, 0.0009, -0.0047], [-0.0026, 0.0060, 0.0602], [-0.0011, 0.0199, 0.0093], [-0.0131, -0.1855, -0.1101], [-0.1874, 0.0129, -0.0105], [0.0304, -0.0898, -0.1327], [-0.2771, 0.0585, -0.1567], [0.1571, 0.0782, 0.0958], [0.1723, -0.3879, 0.1569], [0.0412, 0.0448, -0.0143], [-0.0109, 0.0371, 0.0633], [0.0117, 0.0590, 0.0744], [0.0214, -0.0039, 0.0189], [0.0095, 0.0165, 0.0576], [-0.0309, -0.0215, 0.0255]],
  "relative_energy_kj_mol": 0.0,
  "homo_lumo_gap_ev": [6.401, 6.399],
  "total_energy_ev": -46684.987,
  "total_charge": 1
}